This record from OMol25 describes a molecular structure, C34H42BrCl3MgN5OS. The level of theory is the ωB97M-V functional and the def2-TZVPD basis.

XYZ file:
```
88
C34H42BrCl3MgN5OS | OMol25 | the ωB97M-V functional and the def2-TZVPD basis
Mg -0.272 -1.170 -0.791
C 0.959 5.732 1.195
C 0.140 4.631 1.943
C 0.722 4.579 3.381
C -1.360 4.979 1.942
C 0.157 3.268 1.278
C 0.572 3.069 0.017
C 0.498 1.800 -0.569
N -0.042 0.787 0.064
C -0.535 0.951 1.278
C -0.425 2.166 1.902
C -1.083 -0.243 1.918
C -1.742 -0.100 3.093
C -2.439 -1.195 3.582
C -2.306 -2.433 2.889
C -1.493 -2.499 1.781
N -0.983 -1.389 1.226
C -3.105 -1.178 4.932
C -4.241 -2.201 5.085
C -3.654 0.251 5.170
C -2.012 -1.385 5.966
H 0.721 6.628 1.716
H 0.634 5.940 0.196
H 2.049 5.561 1.218
H 0.569 5.594 3.690
H 1.791 4.406 3.155
H 0.260 3.897 4.133
H -1.543 6.011 2.296
H -1.936 4.299 2.598
H -1.740 4.986 0.926
H 1.004 3.857 -0.637
H 0.827 1.670 -1.601
H -0.734 2.214 2.924
H -1.818 0.836 3.524
H -2.760 -3.328 3.264
H -1.338 -3.433 1.227
H -5.015 -2.093 4.319
H -4.738 -2.021 6.020
H -3.889 -3.231 5.061
H -4.430 0.565 4.448
H -2.766 0.906 5.185
H -4.304 0.190 6.061
H -1.553 -2.374 6.027
H -2.450 -1.320 6.968
H -1.340 -0.558 5.807
Cl 1.960 -2.396 -7.851
C 1.579 -1.926 -6.230
C 0.875 -2.795 -5.374
C 0.558 -2.403 -4.081
Cl -0.398 -3.441 -2.992
C 0.832 -1.129 -3.613
O 0.368 -0.635 -2.489
C 1.544 -0.305 -4.530
Cl 2.068 1.302 -4.019
C 1.873 -0.667 -5.832
H 0.540 -3.722 -5.726
H 2.326 0.051 -6.519
C 4.067 -3.348 -4.242
C 4.312 -3.591 -2.826
N 3.059 -3.395 -2.103
C 2.790 -2.515 -1.196
S 1.557 -2.791 0.014
N 3.359 -1.311 -1.183
C 4.362 -0.668 -2.100
C 5.843 -0.670 -1.571
H 4.999 -3.497 -4.757
H 3.718 -2.339 -4.445
H 3.263 -3.997 -4.647
H 5.123 -3.053 -2.348
H 4.630 -4.581 -2.622
H 2.550 -4.250 -2.072
H 2.990 -0.750 -0.412
H 4.116 0.397 -2.158
H 4.331 -1.193 -3.080
H 5.848 0.165 -0.833
H 6.481 -0.349 -2.392
H 6.209 -1.610 -1.073
Br -5.485 1.247 0.401
C -4.281 0.657 -0.885
C -4.512 1.048 -2.218
C -3.641 0.651 -3.165
C -2.632 -0.246 -2.778
N -2.443 -0.689 -1.546
C -3.231 -0.234 -0.585
H -5.407 1.724 -2.397
H -3.857 0.958 -4.234
H -2.036 -0.760 -3.521
H -3.062 -0.568 0.421
```

LUMO in eV: -2.8
Total charge: +1
Electronic energy in eV: -169326.973
Strongest force on any atom in eV/A: 3.32
HOMO in eV: -10.10
Orbital gap in eV: 7.33